Arrangement P

# C10H10N2O2

A cluster of 2 separate species, C10H10N2O2 in total (the ωB97M-V functional and the def2-TZVPD basis, the Open Molecules 2025 dataset).

XYZ file:
```
24
Properties=species:S:1:pos:R:3
C 0.722 2.743 0.160
C -0.267 0.469 -0.251
C -1.757 0.693 -0.220
C -2.593 -0.368 -0.198
C -2.034 -1.652 -0.017
C -0.607 -1.874 0.143
C 0.278 -0.694 0.033
C 1.689 -0.703 0.038
C 2.433 -1.733 -0.546
C 3.810 -0.187 0.138
H 1.325 3.485 -0.674
H -0.443 3.288 0.181
H 1.043 2.463 1.145
H -2.066 1.770 -0.471
H -4.050 -0.833 1.228
H -4.363 0.511 -0.049
H -2.524 -2.547 0.088
H -0.131 -2.726 0.578
H 2.057 -2.675 -0.858
H 4.503 0.751 0.277
N -4.050 -0.509 -0.114
N 3.846 -1.395 -0.409
O 0.603 1.498 -0.772
O 2.573 0.227 0.569
```

Values from the calculation:
E_HOMO, eV: -8.32
Frontier orbital gap, eV: 8.55

***

Arrangement Q

# C10H10N2O2

A cluster of 2 separate species, C10H10N2O2 in total (the ωB97M-V functional and the def2-TZVPD basis, the Open Molecules 2025 dataset).

XYZ file:
```
24
Properties=species:S:1:pos:R:3
O 0.188 -1.162 -0.251
C 1.117 -0.454 -0.108
C 1.207 0.998 -0.022
C 2.320 1.661 -0.038
N 3.462 0.873 0.167
C 3.469 -0.547 0.117
O 4.474 -1.220 -0.053
N 2.295 -1.084 0.211
H 0.202 1.503 -0.215
H 2.417 2.760 0.096
H 4.416 1.370 0.023
H 2.277 -2.136 0.283
C -2.191 -0.161 -1.339
C -1.979 -1.422 -0.698
C -1.987 -1.381 0.752
C -2.493 -0.211 1.391
C -2.630 0.946 0.621
C -2.236 0.980 -0.646
H -2.138 -0.464 -2.393
H -1.981 -2.217 -1.411
H -2.084 -2.356 1.369
H -2.918 -0.265 2.424
H -2.918 2.046 1.006
H -2.289 1.942 -1.285
```

Values from the calculation:
E_HOMO, eV: -8.32
Frontier orbital gap, eV: 8.82
Structure (SMILES): O=c1cc[nH]c(=O)[nH]1.c1ccccc1

***

Arrangement R

# C10H10N2O2

The molecule C10H10N2O2 (the ωB97M-V functional and the def2-TZVPD basis, the Open Molecules 2025 dataset).

XYZ file:
```
24
Properties=species:S:1:pos:R:3
C 3.122 -0.666 0.373
C 2.820 0.452 -0.663
N 1.625 1.179 -0.211
N 0.541 1.163 -1.156
C 0.005 -0.131 -1.490
O 0.428 -0.837 -2.373
C -1.151 -0.404 -0.560
C -1.865 -1.549 -0.320
C -2.854 -1.480 0.630
C -3.140 -0.322 1.320
C -2.450 0.845 1.057
C -1.465 0.773 0.113
C -0.530 1.832 -0.426
O -0.588 3.028 -0.309
H 3.225 -0.157 1.339
H 2.208 -1.269 0.453
H 4.003 -1.253 0.118
H 2.739 0.068 -1.679
H 3.656 1.162 -0.601
H 1.316 0.883 0.714
H -1.643 -2.459 -0.868
H -3.459 -2.346 0.881
H -3.909 -0.291 2.084
H -2.634 1.780 1.574
```

Values from the calculation:
E_HOMO, eV: -8.88
Frontier orbital gap, eV: 8.55
Structure (SMILES): CCNN1C(=O)c2ccccc2C1=O

***

Arrangement S

# C10H10N2O2

A cluster of 2 separate species, C10H10N2O2 in total (the ωB97M-V functional and the def2-TZVPD basis, the Open Molecules 2025 dataset).

XYZ file:
```
24
Properties=species:S:1:pos:R:3
O 1.622 3.406 3.369
C 0.958 2.706 2.698
C 0.621 2.909 1.199
C 0.014 1.875 0.563
N -0.622 0.818 1.089
C -0.823 0.761 2.521
O -1.692 0.116 3.066
N 0.091 1.561 3.198
H 1.038 3.820 0.433
H -0.083 1.634 -0.460
H -0.976 0.021 0.354
H 0.132 1.274 4.242
C 0.536 -2.974 -2.255
C 1.116 -1.810 -2.671
C 0.471 -0.575 -2.337
C -0.656 -0.391 -1.557
C -1.081 -1.638 -0.906
C -0.352 -2.902 -1.135
H 1.018 -3.859 -2.588
H 1.760 -1.748 -3.525
H 0.944 0.138 -2.887
H -1.263 0.518 -1.419
H -1.915 -1.852 -0.327
H -0.857 -3.810 -0.667
```

Values from the calculation:
E_HOMO, eV: -8.95
Frontier orbital gap, eV: 9.33
Structure (SMILES): O=c1cc[nH]c(=O)[nH]1.c1ccccc1

***

Decreasing stability: arrangement R, arrangement S, arrangement Q, arrangement P

***

Arrangement P

# C30H70N10O10

A cluster of 10 separate species, C30H70N10O10 in total (the ωB97M-V functional and the def2-TZVPD basis, the Open Molecules 2025 dataset).

XYZ file:
```
120
Properties=species:S:1:pos:R:3
C -4.153 -3.346 -1.816
N -4.252 -2.538 -3.011
C -3.209 -2.245 -3.818
C -3.522 -1.484 -5.098
O -2.051 -2.511 -3.539
H -3.731 -2.778 -0.988
H -3.609 -4.275 -1.984
H -5.161 -3.628 -1.511
H -5.161 -2.361 -3.402
H -3.968 -2.198 -5.792
H -2.574 -1.085 -5.441
H -4.238 -0.676 -4.945
C -1.192 -4.612 0.268
N -0.114 -3.841 0.828
C 0.886 -3.172 0.187
C 0.943 -3.288 -1.324
O 1.704 -2.504 0.806
H -1.039 -4.833 -0.782
H -2.166 -4.146 0.446
H -1.292 -5.569 0.793
H -0.138 -3.683 1.823
H 1.148 -4.276 -1.723
H 1.663 -2.536 -1.641
H -0.025 -2.950 -1.719
C -2.170 1.270 7.221
N -1.453 1.665 6.033
C -1.996 1.672 4.796
C -1.047 2.125 3.722
O -3.193 1.475 4.603
H -3.235 1.362 7.036
H -1.810 1.865 8.060
H -1.965 0.235 7.520
H -0.446 1.614 6.083
H -1.447 3.125 3.474
H -1.258 1.654 2.763
H -0.020 2.330 3.993
C 5.477 -0.787 5.261
N 4.472 -0.230 4.404
C 4.643 -0.200 3.046
C 3.507 0.485 2.323
O 5.518 -0.810 2.472
H 6.296 -1.164 4.648
H 5.209 -1.682 5.837
H 5.878 -0.058 5.969
H 3.602 0.051 4.824
H 2.715 0.786 3.010
H 3.079 -0.268 1.657
H 3.813 1.369 1.767
C -2.935 -1.332 1.594
N -3.538 -0.088 2.020
C -4.582 0.475 1.363
C -5.103 1.769 1.934
O -5.077 -0.039 0.367
H -3.469 -1.725 0.735
H -3.053 -2.106 2.365
H -1.873 -1.188 1.414
H -3.207 0.332 2.887
H -5.356 1.624 2.982
H -5.949 2.113 1.347
H -4.347 2.551 1.838
C 1.844 -1.496 -4.743
N 0.902 -1.230 -5.822
C 0.416 -2.137 -6.708
C 0.483 -3.599 -6.317
O -0.098 -1.781 -7.759
H 2.818 -1.683 -5.195
H 1.437 -2.242 -4.068
H 1.983 -0.594 -4.143
H 0.750 -0.301 -6.180
H -0.045 -3.741 -5.374
H 1.524 -3.926 -6.263
H 0.015 -4.176 -7.108
C 2.843 4.391 -0.952
N 3.760 4.764 0.133
C 3.333 4.759 1.427
C 4.435 4.960 2.460
O 2.159 4.684 1.734
H 2.020 5.084 -0.795
H 2.598 3.332 -0.870
H 3.290 4.573 -1.925
H 4.747 4.644 -0.017
H 4.832 5.972 2.484
H 5.245 4.244 2.328
H 3.910 4.779 3.397
C 0.050 2.344 -5.281
N 0.572 3.020 -6.464
C -0.119 3.220 -7.623
C -1.598 2.968 -7.632
O 0.460 3.583 -8.633
H 0.830 2.313 -4.516
H -0.197 1.296 -5.452
H -0.744 2.983 -4.904
H 1.573 3.081 -6.560
H -2.026 3.062 -6.632
H -1.873 1.998 -8.048
H -2.143 3.687 -8.242
C 1.476 -1.234 7.263
N 0.801 -1.457 6.012
C 0.964 -0.644 4.946
C 0.515 -1.179 3.613
O 1.346 0.519 5.030
H 0.808 -0.969 8.091
H 2.220 -0.450 7.169
H 1.954 -2.153 7.612
H 0.230 -2.274 5.899
H -0.469 -0.761 3.406
H 0.402 -2.261 3.614
H 1.225 -0.843 2.867
C -1.536 0.052 -1.714
N -0.202 0.412 -2.118
C 0.906 0.515 -1.345
C 0.717 0.788 0.111
O 2.004 0.623 -1.879
H -2.003 0.643 -0.928
H -1.573 -0.973 -1.324
H -2.146 -0.005 -2.609
H -0.056 0.586 -3.097
H 0.780 -0.110 0.739
H -0.264 1.181 0.386
H 1.487 1.429 0.531
```

Values from the calculation:
E_HOMO, eV: -9.27
Frontier orbital gap, eV: 9.37
Structure (SMILES): CNC(C)=O.CNC(C)=O.CNC(C)=O.CNC(C)=O.CNC(C)=O.CNC(C)=O.CNC(C)=O.CNC(C)=O.CNC(C)=O.CNC(C)=O

***

Arrangement Q

# C30H70N10O10

A cluster of 10 separate species, C30H70N10O10 in total (the ωB97M-V functional and the def2-TZVPD basis, the Open Molecules 2025 dataset).

XYZ file:
```
120
Properties=species:S:1:pos:R:3
C -10.288 -3.052 14.828
N -11.496 -2.938 13.974
C -11.698 -4.091 13.053
C -12.349 -1.876 13.915
O -13.392 -1.753 13.212
H -9.805 -2.095 15.026
H -9.607 -3.730 14.313
H -10.556 -3.598 15.733
H -12.121 -3.669 12.142
H -10.718 -4.527 12.857
H -12.464 -4.773 13.421
H -11.917 -1.147 14.618
C -15.537 1.391 17.061
N -14.131 1.152 17.478
C -13.765 -0.218 17.753
C -13.190 2.082 17.112
O -11.974 1.902 17.149
H -15.837 1.029 16.078
H -15.855 2.424 17.206
H -16.252 0.921 17.735
H -14.185 -0.657 18.658
H -14.196 -0.956 17.077
H -12.679 -0.313 17.789
H -13.679 3.034 16.854
C -8.816 -0.355 17.559
N -7.572 0.275 17.814
C -7.205 0.265 19.293
C -6.641 0.629 16.909
O -5.493 0.844 17.161
H -9.574 0.338 17.194
H -9.204 -0.946 18.389
H -8.752 -1.014 16.694
H -7.024 -0.668 19.828
H -6.219 0.703 19.449
H -7.893 0.915 19.832
H -7.108 0.476 15.924
C -4.664 -2.993 24.300
N -5.155 -3.384 22.981
C -4.428 -4.435 22.099
C -6.181 -2.678 22.484
O -6.651 -2.759 21.313
H -3.796 -2.338 24.370
H -4.584 -3.965 24.787
H -5.442 -2.448 24.835
H -4.245 -5.297 22.740
H -4.927 -4.553 21.137
H -3.494 -3.920 21.876
H -6.470 -1.947 23.255
C -3.852 4.579 15.190
N -3.051 4.087 16.247
C -3.684 3.825 17.515
C -1.716 4.132 16.124
O -0.971 3.952 17.104
H -4.841 4.138 15.317
H -3.533 4.256 14.199
H -4.061 5.649 15.190
H -4.105 4.817 17.678
H -4.520 3.126 17.541
H -2.985 3.486 18.280
H -1.541 4.553 15.121
C -5.100 1.057 23.269
N -6.113 1.513 24.200
C -6.757 0.354 24.843
C -6.206 2.816 24.506
O -6.867 3.267 25.423
H -5.609 0.724 22.364
H -4.422 0.288 23.639
H -4.371 1.864 23.193
H -7.084 -0.391 24.117
H -5.898 -0.077 25.358
H -7.423 0.743 25.613
H -5.509 3.341 23.835
C -2.034 0.875 18.463
N -1.195 -0.238 18.485
C 0.208 -0.084 19.043
C -1.613 -1.456 18.290
O -0.948 -2.461 18.582
H -1.411 1.575 17.906
H -2.289 1.339 19.415
H -2.970 0.769 17.914
H 0.267 0.150 20.106
H 0.993 -0.799 18.798
H 0.694 0.721 18.492
H -2.589 -1.347 17.792
C -1.405 0.019 14.378
N -2.451 0.579 13.557
C -3.744 0.259 14.149
C -2.199 0.937 12.276
O -3.109 1.193 11.436
H -1.426 0.134 15.462
H -0.464 0.449 14.036
H -1.512 -1.060 14.265
H -3.943 0.775 15.089
H -4.417 0.824 13.504
H -3.915 -0.813 14.242
H -1.143 0.969 11.966
C -11.277 0.992 20.904
N -10.176 1.950 21.139
C -9.248 1.469 22.288
C -10.077 3.227 20.680
O -9.120 3.980 21.002
H -12.107 1.296 21.541
H -11.075 -0.071 21.039
H -11.642 1.105 19.883
H -9.487 1.456 23.351
H -8.826 0.578 21.824
H -8.454 2.208 22.399
H -11.045 3.417 20.192
C -5.291 3.396 20.477
N -5.097 4.706 20.950
C -3.702 5.107 21.032
C -6.105 5.586 21.169
O -5.895 6.641 21.697
H -6.349 3.143 20.413
H -4.847 2.564 21.025
H -5.056 3.184 19.433
H -3.678 6.175 21.252
H -3.034 4.589 21.720
H -3.159 4.918 20.107
H -7.058 5.138 20.847
```

Values from the calculation:
E_HOMO, eV: -9.01
Frontier orbital gap, eV: 9.16
Structure (SMILES): CN(C)C=O.CN(C)C=O.CN(C)C=O.CN(C)C=O.CN(C)C=O.CN(C)C=O.CN(C)C=O.CN(C)C=O.CN(C)C=O.CN(C)C=O

***

Decreasing stability: arrangement P, arrangement Q

***

Arrangement P

# C4H14O2S

A cluster of 3 separate species, C4H14O2S in total (the ωB97M-V functional and the def2-TZVPD basis, the Open Molecules 2025 dataset).

XYZ file:
```
21
Properties=species:S:1:pos:R:3
C 1.682 2.916 -1.693
C 1.647 2.682 -0.181
C 2.358 1.397 0.251
S 1.273 0.136 1.010
C -0.079 0.120 -0.180
H 2.705 2.827 -2.064
H 1.287 3.896 -1.987
H 1.065 2.186 -2.213
H 2.196 3.508 0.265
H 0.643 2.721 0.216
H 2.880 0.865 -0.548
H 3.059 1.637 1.038
H -0.755 0.953 -0.032
H -0.584 -0.842 -0.136
H 0.295 0.205 -1.195
O -4.790 -3.948 1.895
H -4.966 -2.998 1.974
H -5.029 -4.275 2.769
O -1.770 -4.322 0.384
H -2.126 -4.890 -0.304
H -0.990 -4.776 0.732
```

Values from the calculation:
E_HOMO, eV: -8.30
Frontier orbital gap, eV: 9.12
Structure (SMILES): CCCSC.O.O

***

Arrangement Q

# C4H14O2S

A cluster of 3 separate species, C4H14O2S in total (the ωB97M-V functional and the def2-TZVPD basis, the Open Molecules 2025 dataset).

XYZ file:
```
21
Properties=species:S:1:pos:R:3
C 1.307 -1.667 1.871
C 2.072 -0.453 1.010
C 1.132 0.407 0.326
C 1.558 0.895 -1.141
S 0.321 2.205 -1.528
H 2.104 -2.176 2.438
H 0.779 -2.459 1.260
H 0.451 -1.368 2.630
H 2.913 -0.108 1.656
H 2.612 -1.067 0.281
H 0.163 0.023 0.169
H 0.900 1.411 0.764
H 2.497 1.395 -0.998
H 1.584 0.090 -1.854
H 0.143 1.798 -2.872
O -1.657 -0.638 -4.850
H -1.607 -0.731 -3.931
H -2.499 -0.351 -5.046
O -4.928 0.811 2.797
H -5.517 1.338 3.379
H -4.328 0.645 3.639
```

Values from the calculation:
E_HOMO, eV: -8.98
Frontier orbital gap, eV: 9.66
Structure (SMILES): CCCCS.O.O

***

Decreasing stability: arrangement P, arrangement Q

***

Arrangement P

# CH4ClPS

The molecule CH4ClPS (the ωB97M-V functional and the def2-TZVPD basis, the Open Molecules 2025 dataset).

XYZ file:
```
8
Properties=species:S:1:pos:R:3
C -0.981 0.126 1.188
S 0.301 0.874 0.014
P 1.036 -0.708 -1.115
Cl 0.545 -0.201 -2.944
H -0.588 0.112 2.178
H -0.988 -0.802 0.695
H -1.928 0.618 1.054
H 2.603 -0.020 -1.069
```

Values from the calculation:
E_HOMO, eV: -9.25
Frontier orbital gap, eV: 9.82
Structure (SMILES): CSPCl

***

Arrangement Q

# CH4ClPS

A cluster of 2 separate species, CH4ClPS in total (the ωB97M-V functional and the def2-TZVPD basis, the Open Molecules 2025 dataset).

XYZ file:
```
8
Properties=species:S:1:pos:R:3
C 0.409 1.626 -0.564
P -0.082 -2.226 0.305
S -0.868 0.767 0.337
Cl -0.169 -2.455 2.170
H -0.139 2.381 -1.213
H 0.926 0.705 -1.148
H 1.154 2.175 0.041
H -1.232 -2.973 0.072
```

Values from the calculation:
E_HOMO (alpha / beta), eV: -8.83 / -8.42
Frontier orbital gap (alpha / beta), eV: 7.63 / 6.89

***

Decreasing stability: arrangement P, arrangement Q

***

Arrangement P

# C3H6Cl2OSi

The molecule C3H6Cl2OSi (the ωB97M-V functional and the def2-TZVPD basis, the Open Molecules 2025 dataset).

XYZ file:
```
13
Properties=species:S:1:pos:R:3
C 0.059 -1.479 -1.898
C -0.313 -1.260 -0.624
Si 0.483 -0.166 0.674
C -0.694 1.042 1.466
Cl 1.871 -1.166 1.765
O 1.593 1.055 -0.063
Cl 1.013 2.167 -1.185
H -0.462 -1.882 -2.677
H 0.843 -0.888 -2.262
H -1.330 -1.621 -0.249
H -0.283 1.723 2.325
H -1.237 1.716 0.777
H -1.543 0.758 1.951
```

Values from the calculation:
E_HOMO, eV: -10.03
Frontier orbital gap, eV: 10.46
Structure (SMILES): C=C[Si@@](C)(Cl)OCl

***

Arrangement Q

# C3H6Cl2OSi

A cluster of 2 separate species, C3H6Cl2OSi in total (the ωB97M-V functional and the def2-TZVPD basis, the Open Molecules 2025 dataset).

XYZ file:
```
13
Properties=species:S:1:pos:R:3
C 3.128 1.381 -2.176
Si 1.808 1.828 -1.067
Cl 1.537 2.604 0.862
Cl -0.031 1.365 -1.716
H 2.810 1.353 -3.187
H 4.090 1.651 -2.048
C -2.690 -1.805 1.519
C -1.413 -1.590 1.312
O -0.724 -0.511 0.862
H -2.988 -2.781 2.054
H -3.452 -1.083 1.354
H -0.675 -2.297 1.824
H -1.398 -0.114 0.406
```

Values from the calculation:
E_HOMO, eV: -8.68
Frontier orbital gap, eV: 8.65
Structure (SMILES): C=[Si](Cl)Cl.C=CO

***

Decreasing stability: arrangement P, arrangement Q